Here is a structure of composition C46H33AsBrN2O3PPdS2 in a non-equilibrium geometry from the Open Molecules 2025 dataset. Energies are from wB97M-V/def2-TZVPD.

Summary:
* ΔE to the lowest compared entry with this formula, charge and spin: 1.786 eV
* HOMO energy (spin up / spin down): -0.261 / -0.261 Ha
* LUMO level (spin up / spin down): -0.0603 / -0.0604 Eh
* net charge: 0

```
90
C46H33AsBrN2O3PPdS2 wB97M-V/def2-TZVPD
Pd -0.40 -0.72 -0.30
S -2.34 -2.22 -0.67
C -3.17 -2.50 0.87
C -3.94 -3.65 1.04
C -4.61 -3.87 2.24
C -4.51 -2.97 3.29
C -3.74 -1.83 3.13
C -3.11 -1.58 1.92
As -2.02 -0.05 1.55
C -3.26 1.11 0.59
C -2.82 2.40 0.27
C -3.58 3.22 -0.54
C -4.79 2.77 -1.06
C -5.24 1.49 -0.74
C -4.48 0.67 0.09
C -1.93 0.87 3.24
C -2.74 1.95 3.55
C -2.58 2.61 4.77
C -1.63 2.18 5.68
C -0.83 1.08 5.38
C -0.98 0.43 4.17
H -4.01 -4.37 0.23
H -5.21 -4.77 2.35
H -5.02 -3.16 4.23
H -3.65 -1.11 3.94
H -1.87 2.74 0.67
H -3.23 4.22 -0.79
H -5.38 3.40 -1.71
H -6.18 1.13 -1.14
H -4.84 -0.32 0.34
H -3.49 2.29 2.85
H -3.22 3.45 5.01
H -1.50 2.70 6.62
H -0.08 0.74 6.09
H -0.34 -0.42 3.93
C 1.38 2.20 -6.74
C 2.02 2.63 -5.59
C 1.82 1.97 -4.38
C 0.98 0.86 -4.34
C 0.34 0.42 -5.50
C 0.54 1.09 -6.70
P 0.71 -0.05 -2.81
C 1.27 1.08 -1.54
C 2.57 0.95 -1.03
C 3.12 1.98 -0.28
C 2.38 3.13 -0.04
C 1.10 3.26 -0.53
C 0.54 2.24 -1.29
C 1.80 -1.44 -2.84
C 2.81 -1.51 -3.75
C 3.71 -2.60 -3.74
C 3.53 -3.60 -2.83
C 2.49 -3.57 -1.87
C 2.31 -4.62 -0.94
C 1.33 -4.52 0.01
C 0.50 -3.38 0.08
C 0.64 -2.36 -0.81
C 1.62 -2.44 -1.84
H 1.52 2.73 -7.67
H 2.68 3.49 -5.62
H 2.32 2.31 -3.49
H -0.31 -0.44 -5.47
H 0.03 0.76 -7.60
H 3.14 0.05 -1.22
H 4.12 1.88 0.11
H 2.82 3.93 0.55
H 0.52 4.16 -0.34
H -0.44 2.38 -1.73
H 2.93 -0.73 -4.50
H 4.52 -2.63 -4.45
H 4.20 -4.45 -2.83
H 2.96 -5.48 -1.00
H 1.19 -5.33 0.72
H -0.23 -3.32 0.87
O -1.93 1.66 -3.20
S -2.12 0.26 -2.86
N -0.86 -0.61 -2.68
Br 6.11 -2.16 3.15
C 4.77 -0.84 3.38
C 4.97 0.17 4.31
N 4.07 1.13 4.52
C 2.95 1.10 3.78
C 2.69 0.13 2.82
C 3.62 -0.87 2.63
C 1.44 0.22 1.97
O 0.88 1.31 1.89
O 1.10 -0.90 1.41
H 5.88 0.21 4.90
H 2.23 1.89 3.95
H 3.43 -1.65 1.89
```